(1)
Below is a structure of composition C20H23CeCl2N8PS5Sb, with properties calculated with ωB97M-V/def2-TZVPD.

Computed properties:
- Kohn-Sham gap (spin up / spin down) (eV) = 6.9 / 6.9
- highest occupied orbital energy (spin up / spin down) (eV) = -6.88 / -6.89
- LUMO (spin up / spin down) (eV) = 0.0 / 0.0
- spin multiplicity = 2

Each line ends with the natural charge from an NBO analysis.
Atoms and positions in Å:
1 H 0.17 0.22 3.44  0.238
2 C -4.24 -2.07 -0.07  -0.190
3 C 1.48 -2.87 -3.40  -0.404
4 H -0.18 5.22 1.64  0.271
5 H -1.83 2.24 3.66  0.412
6 H 3.72 -2.89 2.72  0.220
7 H -4.59 -2.22 -1.09  0.217
8 N -1.81 1.32 4.09  -0.814
9 C 3.43 2.50 -2.03  -0.053
10 Cl 0.75 3.16 2.31  0.140
11 C -3.45 -1.69 2.52  -0.227
12 H -3.43 -0.12 -0.48  0.259
13 H 2.19 -3.29 -2.69  0.221
14 C 3.85 0.34 -3.23  -0.407
15 H 1.01 -3.68 -3.94  0.222
16 H 3.98 3.08 -2.74  0.226
17 C -0.86 -2.05 -3.08  -0.066
18 S -0.05 1.76 -3.01  -0.718
19 S -2.26 4.81 -4.27  -0.720
20 Cl -2.06 3.89 2.05  0.152
21 N 2.09 1.75 -0.41  -0.486
22 H 4.34 -2.00 1.32  0.219
23 N 2.37 -1.58 1.89  -0.321
24 H 4.53 0.96 -3.81  0.226
25 H 4.39 -0.52 -2.84  0.213
26 C -2.38 0.34 3.32  0.290
27 N -2.47 0.41 2.03  -0.498
28 C -3.15 -0.72 1.56  0.191
29 H 3.03 0.03 -3.87  0.219
30 H 2.00 -2.23 -4.10  0.211
31 C -4.11 -2.87 2.20  -0.218
32 C 2.51 0.72 -1.14  0.102
33 S -3.10 2.37 -1.26  -0.683
34 C 3.47 -2.51 1.74  -0.403
35 C 1.71 -0.91 0.91  0.104
36 H -0.41 4.89 3.42  0.228
37 H -1.22 -2.58 -3.95  0.225
38 S -0.27 4.51 -0.83  -0.744
39 C -3.58 -0.91 0.25  -0.220
40 P 2.20 -1.04 -0.83  0.757
41 N 3.33 1.14 -2.14  -0.321
42 C 0.59 -1.34 -1.60  0.091
43 H 2.16 -1.60 4.01  0.222
44 C 2.67 2.86 -0.95  -0.028
45 C -1.47 -1.22 -2.19  -0.018
46 Sb -1.50 3.54 -2.60  1.510
47 C 1.81 -1.20 3.07  -0.075
48 H 2.45 3.84 -0.58  0.249
49 N -0.57 -0.79 -1.27  -0.470
50 H -5.02 -3.96 0.61  0.217
51 C 0.82 -0.31 2.77  -0.067
52 H -4.34 -3.60 2.96  0.220
53 S -2.94 -1.12 4.09  0.350
54 H -2.05 1.32 5.07  0.396
55 H 3.19 -3.34 1.09  0.218
56 H -2.48 -0.87 -2.21  0.241
57 N 0.45 -2.13 -2.69  -0.322
58 N 0.76 -0.14 1.41  -0.454
59 C -0.44 4.49 2.41  -0.374
60 Ce -0.66 1.71 -0.16  0.241
61 C -4.50 -3.05 0.89  -0.216



(2)
Below is an isolated molecule of C3H6N2O2 at a distorted geometry, with properties calculated with ωB97M-V/def2-TZVPD.

Computed properties:
- Kohn-Sham gap (eV) = 10.3
- highest occupied orbital energy (eV) = -9.58
- SMILES = [H]/N=C/N(O)C(C)=O
- LUMO (eV) = 0.7
- spin multiplicity = 1

Each line ends with the natural charge from an NBO analysis.
Atoms and positions in Å:
1 H -0.30 -0.99 1.94  0.492
2 C 0.39 0.45 -0.77  0.672
3 N -0.25 -0.49 0.05  -0.174
4 O -0.18 0.85 -1.74  -0.565
5 H 2.66 -0.11 -0.72  0.250
6 H 2.22 1.57 0.07  0.233
7 C 1.92 0.70 -0.70  -0.714
8 H -3.26 -0.87 1.42  0.384
9 H -1.92 0.30 -0.51  0.209
10 C -1.62 -0.34 0.26  0.253
11 N -2.18 -0.99 1.27  -0.750
12 H 2.14 1.21 -1.57  0.236
13 O 0.38 -1.28 1.00  -0.525



(3)
Below is a structure of composition C14H22Cl2I2NO3 at a distorted geometry, with properties calculated with ωB97M-V/def2-TZVPD.

Computed properties:
- Kohn-Sham gap (eV) = 9.2
- total charge = +1
- highest occupied orbital energy (eV) = -11.85
- LUMO (eV) = -2.7
- spin multiplicity = 1

Each line ends with the natural charge from an NBO analysis.
Atoms and positions in Å:
1 H -0.10 3.16 1.95  0.252
2 H 4.50 -1.39 1.32  0.231
3 Cl -1.61 0.57 2.63  -0.025
4 C -0.13 -0.06 -2.00  -0.245
5 H -3.38 0.79 -2.93  0.252
6 H -1.29 -2.28 -1.11  0.231
7 H -0.29 -1.11 1.26  0.265
8 O -2.18 -2.82 2.07  -0.701
9 H 1.27 3.95 2.74  0.252
10 Cl -1.04 2.53 -2.53  -0.013
11 C 3.49 -1.60 1.02  -0.103
12 C 0.98 3.11 2.11  -0.692
13 C 1.72 3.12 0.80  -0.107
14 H -0.31 -1.09 -2.31  0.227
15 H 3.04 -2.51 1.40  0.210
16 H 3.31 0.09 -0.34  0.224
17 C -2.72 0.48 -2.13  -0.634
18 H 1.20 2.19 2.66  0.237
19 H -2.16 -3.94 0.33  0.186
20 C -1.65 -1.91 -0.15  -0.459
21 C 0.52 1.13 0.24  0.205
22 I 2.65 2.21 -1.90  0.239
23 O 2.65 -0.46 1.61  -0.509
24 N 0.29 -0.17 -0.53  -0.248
25 C -1.55 0.52 0.85  0.089
26 C -1.29 0.77 -2.56  -0.210
27 C 1.47 -1.16 -0.45  -0.224
28 C 2.73 -0.64 0.23  0.005
29 H -1.22 0.51 -3.62  0.244
30 O -0.81 1.60 0.34  -0.503
31 C -1.64 -3.10 0.81  -0.050
32 C -0.81 -0.75 0.37  -0.088
33 H -0.61 -3.43 0.98  0.173
34 I 3.06 4.68 0.60  0.258
35 H 0.78 0.26 -2.49  0.256
36 H -2.68 -1.59 -0.31  0.228
37 H 1.14 -2.01 0.13  0.230
38 H 1.70 -1.47 -1.46  0.242
39 H -2.57 0.60 0.51  0.225
40 H -3.01 1.06 -1.26  0.220
41 H 0.84 0.78 1.23  0.245
42 C 1.52 2.20 -0.15  -0.298
43 H -2.95 -2.24 2.01  0.471
44 H -2.89 -0.59 -1.99  0.212



(4)
Below is a cluster of 2 separate species, CH4ClO in total, with properties calculated with ωB97M-V/def2-TZVPD.

Computed properties:
- Kohn-Sham gap (eV) = 8.2
- total charge = -1
- highest occupied orbital energy (eV) = -3.97
- LUMO (eV) = 4.2
- spin multiplicity = 1

Each line ends with the natural charge from an NBO analysis.
Atoms and positions in Å:
1 C -0.20 -0.50 -0.65  -0.241
2 H -1.25 -0.17 -0.63  0.153
3 O 0.67 0.59 -0.43  -0.769
4 H 0.68 0.74 0.53  0.515
5 H -0.10 -1.26 0.14  0.161
6 H 0.05 -0.97 -1.60  0.148
7 Cl 0.15 1.56 2.64  -0.966



(5)
Below is an isolated molecule of C2H3N5O at a distorted geometry, with properties calculated with ωB97M-V/def2-TZVPD.

Computed properties:
- Kohn-Sham gap (eV) = 10.2
- highest occupied orbital energy (eV) = -10.10
- SMILES = [H]/N=C\n1nnc(O)n1
- LUMO (eV) = 0.1
- spin multiplicity = 1

Each line ends with the natural charge from an NBO analysis.
Atoms and positions in Å:
1 H 2.74 0.40 -1.10  0.360
2 N -0.92 0.52 -0.07  -0.302
3 N 0.36 0.35 -0.38  -0.059
4 H -2.25 -1.56 1.83  0.510
5 O -2.31 -0.74 1.25  -0.634
6 N 0.87 -0.76 0.11  -0.015
7 N -0.01 -1.32 0.85  -0.296
8 N 2.27 1.25 -1.45  -0.574
9 H 0.49 2.18 -1.36  0.197
10 C -1.15 -0.53 0.68  0.546
11 C 1.07 1.31 -1.15  0.266



(6)
Below is the ion C4H11N2O with charge +1 at a distorted geometry, with properties calculated with ωB97M-V/def2-TZVPD.

Computed properties:
- Kohn-Sham gap (spin up / spin down) (eV) = 9.3 / 9.3
- total charge = +1
- highest occupied orbital energy (spin up / spin down) (eV) = -15.11 / -15.11
- SMILES = CCN(C)[N+](C)=O
- LUMO (spin up / spin down) (eV) = -5.8 / -5.8
- spin multiplicity = 1

Each line ends with the natural charge from an NBO analysis.
Atoms and positions in Å:
1 H -1.52 -0.38 1.53  0.248
2 H -0.90 -1.74 -1.18  0.216
3 H -2.37 -2.25 -0.37  0.258
4 H -0.05 1.65 -0.85  0.238
5 C -0.06 1.38 0.17  -0.443
6 N 1.40 -0.59 0.18  0.414
7 C -1.64 -1.44 -0.50  -0.613
8 N 0.15 -0.02 0.36  -0.097
9 H 0.91 1.93 0.50  0.237
10 O 1.49 -1.79 0.05  -0.242
11 C -0.93 -0.88 0.76  -0.263
12 H -0.39 -1.83 1.03  0.262
13 H -2.08 -0.67 -1.11  0.217
14 C 2.51 0.29 -0.17  -0.516
15 H 3.45 -0.18 -0.03  0.285
16 H -0.94 1.75 0.59  0.258
17 H 2.59 0.43 -1.29  0.289
18 H 2.63 1.11 0.48  0.253



(7)
Below is a structure of composition C9H14Si at a distorted geometry, with properties calculated with ωB97M-V/def2-TZVPD.

Computed properties:
- Kohn-Sham gap (eV) = 8.0
- highest occupied orbital energy (eV) = -8.19
- LUMO (eV) = -0.2
- spin multiplicity = 1

Each line ends with the natural charge from an NBO analysis.
Atoms and positions in Å:
1 C 1.75 1.17 -0.63  0.031
2 H 1.88 -1.73 0.59  0.225
3 C 1.36 -1.45 -2.22  -0.608
4 Si -2.73 0.64 -0.34  0.999
5 H 3.42 1.87 1.47  0.226
6 C 1.81 -0.66 0.11  -0.191
7 H -1.73 0.97 2.30  0.221
8 H 2.33 -1.15 -2.76  0.232
9 H 3.20 0.32 2.41  0.232
10 H -0.78 -0.13 1.14  0.222
11 H -0.16 -0.46 -0.96  0.262
12 C 0.99 -0.48 -1.13  -0.201
13 C 2.18 0.57 0.50  -0.082
14 H 2.04 1.52 2.34  0.236
15 H -1.76 2.70 -0.79  0.261
16 C 1.14 1.09 -1.75  -0.176
17 H 1.52 -2.47 -1.77  0.209
18 H -2.63 3.08 0.83  0.239
19 H 0.58 -1.58 -2.98  0.228
20 C -1.86 0.15 1.48  -1.174
21 C 2.76 1.11 1.72  -0.626
22 C -2.71 2.53 -0.22  -1.242
23 H -2.23 -0.78 2.01  0.234
24 H -3.52 2.97 -0.83  0.243



(8)
Below is an isolated molecule of C3H5N3O at a distorted geometry, with properties calculated with ωB97M-V/def2-TZVPD.

Computed properties:
- Kohn-Sham gap (eV) = 8.9
- highest occupied orbital energy (eV) = -9.48
- SMILES = C=N/N=C\C(N)=O
- LUMO (eV) = -0.6
- spin multiplicity = 1

Each line ends with the natural charge from an NBO analysis.
Atoms and positions in Å:
1 H -3.03 1.06 -0.23  0.201
2 H 1.74 2.02 -0.08  0.401
3 C -2.43 0.15 0.06  -0.011
4 H 0.23 1.08 0.05  0.420
5 O 3.04 -0.35 0.00  -0.605
6 C 0.77 -1.18 -0.05  0.054
7 N -1.14 0.11 -0.20  -0.344
8 C 1.82 -0.03 -0.07  0.585
9 H -2.96 -0.73 0.48  0.183
10 H 1.19 -2.23 0.05  0.221
11 N 1.28 1.21 0.04  -0.812
12 N -0.50 -1.11 -0.05  -0.293



(9)
Below is a structure of composition C4H8O2Tl at a distorted geometry, with properties calculated with ωB97M-V/def2-TZVPD.

Computed properties:
- Kohn-Sham gap (spin up / spin down) (eV) = 6.0 / 6.0
- total charge = -1
- highest occupied orbital energy (spin up / spin down) (eV) = -2.71 / -2.71
- LUMO (spin up / spin down) (eV) = 3.3 / 3.3
- spin multiplicity = 1

Each line ends with the Mulliken charge.
Atoms and positions in Å:
1 O -1.14 -2.15 0.78  -0.731
2 C 1.72 0.95 -1.44  -0.334
3 H 2.39 1.55 -2.07  0.172
4 C 2.37 0.35 -0.40  -0.782
5 C -1.98 -1.07 0.93  -0.300
6 O -0.81 0.53 -0.54  -0.711
7 Tl 0.29 -1.40 -0.68  0.282
8 H -0.49 0.37 1.51  0.170
9 H 0.87 1.14 -2.11  0.308
10 H -2.05 1.09 1.04  0.320
11 H 3.35 -0.11 -0.57  0.292
12 H 2.08 0.55 0.63  0.286
13 H -2.45 -1.02 1.95  0.268
14 C -1.30 0.31 0.74  -0.417
15 H -2.84 -1.08 0.22  0.178



(10)
Below is a cluster of 2 separate species, C2H3ClNOP in total at a distorted geometry, with properties calculated with ωB97M-V/def2-TZVPD.

Computed properties:
- Kohn-Sham gap (spin up / spin down) (eV) = 6.6 / 9.9
- highest occupied orbital energy (spin up / spin down) (eV) = -9.76 / -10.53
- LUMO (spin up / spin down) (eV) = -3.1 / -0.6
- spin multiplicity = 1

Each line ends with the natural charge from an NBO analysis.
Atoms and positions in Å:
1 C -2.16 1.07 -0.05  -0.140
2 H 2.93 -0.80 1.44  0.153
3 Cl -0.76 2.43 -2.33  -0.244
4 P -1.01 0.62 -1.37  1.519
5 N -2.85 1.46 0.78  -0.217
6 H 1.43 -1.42 2.13  0.167
7 O -1.61 -0.37 -2.22  -0.921
8 H 2.06 -1.83 0.38  0.165
9 C 1.96 -1.16 1.24  -0.481



(11)
Below is a structure of composition C34H37N3O4RuSi at a distorted geometry, with properties calculated with ωB97M-V/def2-TZVPD.

Computed properties:
- Kohn-Sham gap (spin up / spin down) (eV) = 4.8 / 5.8
- total charge = -1
- highest occupied orbital energy (spin up / spin down) (eV) = -2.62 / -3.58
- LUMO (spin up / spin down) (eV) = 2.2 / 2.2
- spin multiplicity = 2

Each line ends with the Mulliken charge.
Atoms and positions in Å:
1 Ru -0.75 -0.15 -0.03  0.082
2 C -0.34 -3.45 -0.42  -2.015
3 C 0.75 -1.65 -2.78  -1.379
4 H 0.54 -2.28 -3.65  0.329
5 H -4.21 0.31 -0.27  0.357
6 C 5.22 3.32 -2.01  -0.705
7 H 1.52 -2.16 -2.19  0.217
8 H 4.17 -2.11 -1.61  0.257
9 H -1.90 -1.81 2.13  0.307
10 N -0.57 1.96 -0.06  0.468
11 C -1.27 -1.30 4.12  -1.239
12 H 0.72 -3.31 -0.21  0.242
13 N 0.45 2.52 -0.75  0.366
14 O 2.71 1.27 2.75  -0.640
15 C 0.59 0.14 4.22  -0.839
16 C -0.22 4.08 0.60  -1.451
17 H -0.33 5.02 1.12  0.440
18 C -1.37 -0.29 -2.13  -0.708
19 C -0.98 2.91 0.77  0.191
20 C 5.11 -3.37 -0.17  -0.755
21 H -1.50 0.49 -4.15  0.308
22 C 4.39 -1.45 1.70  0.017
23 N -0.30 -0.54 2.06  0.704
24 H -0.20 1.18 -3.20  0.275
25 H -3.64 1.30 -1.60  0.384
26 C -3.79 0.27 -1.27  -1.884
27 C 4.15 1.80 -0.44  0.700
28 C -0.98 -2.20 -0.93  0.113
29 H 5.78 4.31 1.18  0.399
30 C -3.32 -2.36 0.30  -1.800
31 H -0.43 -4.29 -1.12  0.323
32 H 5.30 -2.74 3.15  0.415
33 H 5.38 -4.13 -0.90  0.384
34 C 1.82 0.72 2.15  -0.070
35 C 4.43 -2.23 -0.57  -0.295
36 H -2.94 -3.26 0.79  0.390
37 C -0.45 -0.58 6.44  0.477
38 C 4.65 2.58 0.61  -0.176
39 H -2.03 -1.89 4.62  0.493
40 H -2.47 3.60 2.13  0.439
41 C -0.47 -1.38 -1.96  2.083
42 H -4.17 -2.68 -0.31  0.322
43 H -3.71 -1.70 1.07  0.437
44 H 1.64 5.66 -0.75  0.405
45 O -1.40 -1.22 6.93  -0.740
46 H -1.71 2.07 2.60  0.130
47 H 1.20 -0.73 -3.16  0.345
48 C 5.42 -3.56 1.17  -0.391
49 O 1.85 0.49 0.84  0.744
50 O 0.45 0.07 7.00  -0.726
51 C -1.23 0.81 -3.14  -1.624
52 C 5.70 4.08 -0.96  -0.480
53 Si 3.14 0.25 -0.23  0.071
54 C 0.60 0.12 2.84  0.365
55 H 2.59 -0.01 -1.56  -0.568
56 H 0.91 1.94 -1.43  0.096
57 C -2.51 -0.51 -1.29  1.396
58 C 4.45 2.20 -1.75  -0.210
59 C -1.20 -1.27 2.74  -0.075
60 H -4.56 -0.17 -1.93  0.324
61 H 6.29 4.96 -1.15  0.375
62 C -2.07 2.66 1.76  -1.158
63 C 4.06 -1.25 0.36  0.520
64 C 0.69 3.79 -0.39  0.887
65 H 1.34 0.67 4.80  0.646
66 H 4.07 1.62 -2.58  0.316
67 H 5.94 -4.45 1.48  0.373
68 H 1.78 4.52 -2.09  0.301
69 H 4.12 -0.72 2.45  0.404
70 C -0.39 -0.58 4.90  -0.164
71 C 1.78 4.61 -1.00  -1.177
72 C 5.41 3.71 0.35  -0.763
73 H 5.43 3.60 -3.03  0.384
74 H -2.87 2.08 1.30  0.040
75 H 2.76 4.30 -0.64  0.023
76 H 4.41 2.32 1.64  0.445
77 H -0.80 -3.78 0.52  0.393
78 C 5.07 -2.60 2.10  -0.807
79 H -1.86 1.66 -2.89  0.339
80 C -2.27 -1.69 -0.55  0.596



(12)
Below is an isolated molecule of C3H10BOP at a distorted geometry, with properties calculated with ωB97M-V/def2-TZVPD.

Computed properties:
- Kohn-Sham gap (eV) = 8.4
- highest occupied orbital energy (eV) = -7.98
- SMILES = CCP(C)BO
- LUMO (eV) = 0.4
- spin multiplicity = 1

Each line ends with the natural charge from an NBO analysis.
Atoms and positions in Å:
1 H -0.92 -1.07 1.81  0.242
2 P 0.82 -0.18 0.22  0.362
3 H 2.45 -2.45 0.20  0.496
4 H 0.16 2.16 -0.80  0.240
5 H 0.47 -1.60 -2.06  -0.097
6 H -1.53 -1.10 -0.03  0.218
7 C -0.98 -0.46 0.79  -0.685
8 H 1.36 1.12 -1.90  0.230
9 H 2.03 1.97 -0.35  0.246
10 B 1.14 -1.61 -1.06  0.525
11 H -1.58 1.83 0.46  0.215
12 H -2.98 0.63 0.86  0.219
13 H -1.81 1.10 2.28  0.223
14 O 2.14 -2.65 -0.74  -0.872
15 C -1.84 0.89 1.11  -0.633
16 C 1.06 1.42 -0.78  -0.929



In order of appearance, total energy = -141016.3157, -10280.0960, -63743.8714, -15673.7274, -11618.7591, -9343.3199, -17429.5740, -9707.6777, -13062.3493, -27468.1961, -58982.2869, -15284.4361 eV.